No. 1
A molecular structure, C26H36MnN4O4P, computed with ωB97M-V/def2-TZVPD.

Summary:
* 2S+1: 4
* ΔE to the lowest compared entry with this formula, charge and spin: 0.0 kcal/mol
* total charge: +3
* HOMO-LUMO gap (spin up / spin down): 0.2123 / 0.1786 Eh
* highest occupied orbital energy (spin up / spin down): -16.4 / -16.4 eV

Each line ends with the Löwdin charge.
Cartesian coordinates (Å):
Mn (-0.727, 0.210, -0.717)  0.780
P (-0.242, 0.416, 1.597)  0.672
O (0.217, 1.892, 1.747)  -0.240
O (-1.329, -0.007, 2.625)  -0.233
O (0.985, -0.482, 1.904)  -0.225
O (-2.625, 0.138, -1.090)  -0.075
N (-3.656, -1.778, -0.504)  0.141
N (-0.834, 2.164, -0.924)  -0.033
N (1.263, 0.675, -0.912)  -0.022
N (-0.586, -1.791, -1.032)  0.022
C (-1.246, -4.070, -0.737)  0.032
C (0.189, 4.194, -1.296)  0.059
C (-2.725, 0.475, 2.760)  -0.198
C (0.925, 2.405, 2.975)  -0.163
C (2.665, 0.016, -3.375)  -0.078
C (3.233, -0.263, -2.135)  -0.238
C (1.892, -1.860, 3.684)  -0.040
C (3.423, -0.100, -4.533)  -0.049
C (2.454, -0.205, -0.838)  -0.142
C (-1.157, 4.403, -1.203)  0.052
C (5.325, -0.764, -3.223)  -0.038
C (-4.787, -0.260, -2.027)  0.057
C (0.326, -2.215, -1.929)  -0.079
C (0.992, -1.849, 2.481)  -0.200
C (4.752, -0.494, -4.459)  -0.040
C (-2.564, -2.239, 0.348)  -0.075
C (-0.266, -4.498, -1.624)  0.027
C (1.513, 1.932, -1.104)  -0.008
C (-3.621, -0.635, -1.172)  -0.421
C (4.573, -0.645, -2.066)  -0.025
C (-2.865, 1.358, 3.968)  -0.037
C (0.513, -3.544, -2.254)  0.019
C (-1.764, 3.107, -0.972)  0.012
C (0.245, 3.650, 3.463)  -0.042
C (0.380, 2.796, -1.122)  -0.186
C (-1.401, -2.722, -0.478)  -0.223
H (-0.034, -2.114, 2.731)  0.113
H (0.943, 1.600, 3.710)  0.120
H (-3.919, 1.409, 4.243)  0.104
H (-2.326, 0.940, 4.817)  0.103
H (-4.468, -2.369, -0.619)  0.181
H (5.344, -0.578, -5.359)  0.123
H (6.363, -1.056, -3.157)  0.123
H (-2.274, -1.427, 1.013)  0.081
H (-5.699, -0.225, -1.431)  0.115
H (1.505, -1.215, 4.472)  0.091
H (-2.520, 2.370, 3.776)  0.069
H (-1.905, -4.782, -0.259)  0.138
H (1.946, -2.875, 4.079)  0.103
H (-2.987, 0.983, 1.828)  0.114
H (0.918, 4.158, 4.155)  0.107
H (0.924, -1.460, -2.419)  0.089
H (2.901, -1.545, 3.426)  0.095
H (1.351, -2.493, 1.679)  0.120
H (-0.135, -5.551, -1.832)  0.141
H (-2.946, -3.048, 0.967)  0.152
H (2.112, -1.186, -0.512)  0.102
H (3.094, 0.181, -0.040)  0.142
H (2.527, 2.296, -1.242)  0.175
H (1.941, 2.592, 2.636)  0.131
H (-0.679, 3.439, 3.993)  0.066
H (1.262, -3.809, -2.986)  0.138
H (5.036, -0.848, -1.108)  0.124
H (1.637, 0.353, -3.467)  0.102
H (-2.814, 2.883, -0.852)  0.141
H (-1.699, 5.331, -1.291)  0.136
H (-4.927, -1.009, -2.809)  0.117
H (0.044, 4.333, 2.639)  0.089
H (0.964, 4.919, -1.482)  0.142
H (-3.310, -0.438, 2.851)  0.126
H (-4.610, 0.707, -2.487)  0.101
H (2.973, 0.128, -5.490)  0.118


No. 2
11 unconnected molecules or ions with the total composition C22H62F3O13S, computed with ωB97M-V/def2-TZVPD.

Summary:
* ΔE to the lowest compared entry with this formula, charge and spin: 51.6 kcal/mol
* total charge: -1
* HOMO-LUMO gap: 0.2946 Eh
* highest occupied orbital energy: -6.1 eV

Each line ends with the Löwdin charge.
Cartesian coordinates (Å):
S (22.883, 0.291, 14.385)  0.448
F (22.076, -0.388, 11.973)  0.089
F (20.340, -0.140, 13.439)  0.095
F (21.736, -1.893, 13.455)  0.135
O (16.749, -2.885, 18.371)  -0.042
O (22.565, 1.721, 14.207)  -0.389
O (28.500, 1.481, 15.001)  -0.054
O (24.247, 0.007, 13.924)  -0.376
O (15.400, 5.621, 11.987)  -0.054
O (22.609, -0.182, 15.714)  -0.361
O (23.587, -6.376, 7.087)  -0.027
O (21.810, 0.389, 3.620)  -0.033
O (22.253, 4.619, 17.595)  -0.057
O (28.364, -2.110, 12.089)  -0.037
O (19.389, 0.626, 18.314)  -0.058
O (25.223, -1.546, 19.623)  -0.044
O (24.732, 5.860, 11.422)  -0.036
C (23.027, 6.142, 9.842)  -0.076
C (23.122, -0.015, 5.659)  -0.055
C (28.244, -4.285, 13.124)  -0.079
C (16.337, 4.552, 11.891)  -0.509
C (24.502, 6.118, 10.096)  -0.515
C (22.825, -5.702, 8.028)  -0.584
C (18.101, -4.464, 17.243)  -0.063
C (15.624, 3.303, 12.303)  -0.071
C (28.870, -2.896, 13.156)  -0.501
C (25.115, 4.907, 9.280)  -0.053
C (17.579, 4.904, 12.680)  -0.050
C (23.251, -6.231, 9.313)  -0.082
C (21.776, 0.404, 4.987)  -0.540
C (17.031, -4.227, 18.290)  -0.512
C (21.501, 1.844, 5.368)  -0.062
C (17.479, -4.713, 19.728)  -0.055
C (30.395, -3.066, 13.246)  -0.054
C (21.608, -0.615, 13.221)  -0.630
C (25.821, -3.276, 18.193)  -0.053
C (26.355, -2.115, 19.032)  -0.533
C (21.348, -5.715, 7.850)  -0.053
C (27.481, -2.435, 19.986)  -0.055
H (27.117, -3.377, 20.397)  0.076
H (30.610, -3.959, 13.832)  0.069
H (20.648, 2.111, 4.743)  0.082
H (22.554, 5.272, 10.298)  0.088
H (17.557, -2.369, 18.407)  0.093
H (27.649, 1.154, 14.710)  0.030
H (22.361, 2.507, 5.276)  0.085
H (15.513, 3.158, 13.378)  0.086
H (24.334, -6.147, 9.405)  0.080
H (28.524, -4.733, 12.170)  0.085
H (24.016, 5.287, 11.708)  0.091
H (21.863, -0.553, 3.443)  0.096
H (16.134, -4.789, 18.031)  0.133
H (22.792, 6.303, 8.790)  0.080
H (27.466, -1.816, 12.259)  0.093
H (17.593, -5.789, 19.601)  0.066
H (23.154, 0.309, 6.700)  0.073
H (27.203, -4.142, 13.413)  0.079
H (14.601, 3.314, 11.928)  0.072
H (30.826, -2.245, 13.819)  0.068
H (29.127, 1.103, 14.384)  0.020
H (22.893, -5.664, 10.172)  0.092
H (18.396, 4.189, 12.582)  0.082
H (23.943, 0.512, 5.173)  0.075
H (21.047, -5.381, 6.857)  0.079
H (23.523, -1.028, 5.679)  0.064
H (25.055, 5.019, 8.198)  0.063
H (26.781, -1.367, 18.363)  0.128
H (26.185, 4.952, 9.483)  0.068
H (24.702, -1.256, 18.870)  0.093
H (23.103, -4.648, 8.011)  0.137
H (28.473, -2.534, 19.545)  0.080
H (22.449, 6.963, 10.268)  0.075
H (19.605, 1.513, 18.027)  0.030
H (22.339, 4.361, 16.677)  0.030
H (18.032, 5.825, 12.314)  0.077
H (25.071, 7.013, 9.842)  0.136
H (18.307, -5.533, 17.176)  0.076
H (18.961, -3.800, 17.326)  0.086
H (16.772, -4.466, 20.521)  0.065
H (17.703, -4.232, 16.255)  0.077
H (18.343, -4.195, 20.144)  0.072
H (14.538, 5.291, 11.721)  0.071
H (30.910, -3.186, 12.292)  0.078
H (26.604, -4.034, 18.184)  0.070
H (28.538, -2.485, 14.109)  0.128
H (21.042, -6.761, 7.854)  0.081
H (20.966, -0.231, 5.344)  0.133
H (17.435, 4.954, 13.759)  0.084
H (20.739, -5.231, 8.613)  0.091
H (23.047, 5.121, 17.778)  0.024
H (24.938, -3.762, 18.607)  0.080
H (24.711, 3.931, 9.549)  0.079
H (16.600, 4.332, 10.856)  0.127
H (27.557, -1.693, 20.781)  0.078
H (16.132, 2.439, 11.874)  0.085
H (21.239, 1.800, 6.425)  0.082
H (20.199, 0.131, 18.194)  0.026
H (23.081, -7.303, 9.415)  0.093
H (24.503, -6.134, 7.245)  0.093
H (25.489, -2.894, 17.227)  0.080
H (28.531, -5.003, 13.892)  0.070


No. 3
3 unconnected molecules or ions with the total composition C17H40BN4O5S, computed with ωB97M-V/def2-TZVPD.

Summary:
* total charge: +1
* HOMO-LUMO gap: 0.3597 Eh
* highest occupied orbital energy: -13.0 eV

Each line ends with the Löwdin charge.
Cartesian coordinates (Å):
S (4.812, -3.431, -1.275)  0.586
O (6.113, -2.516, -1.302)  -0.143
O (4.952, -4.393, -0.234)  -0.254
O (-1.593, -4.233, -0.693)  0.208
O (4.475, -3.836, -2.600)  -0.255
O (-1.503, -3.885, -3.076)  0.203
N (-0.366, -1.992, 0.615)  0.190
N (1.141, -0.866, -0.567)  -0.006
N (-0.128, -2.514, -1.702)  0.275
N (1.172, -0.427, 0.726)  0.155
C (3.640, -2.191, -0.767)  -0.228
C (1.755, 3.665, -1.608)  -0.247
C (1.582, 3.202, -3.054)  -0.271
C (-4.204, -0.279, 5.764)  -0.110
C (1.353, 5.117, -1.342)  -0.225
C (-4.892, -2.366, 4.460)  -0.223
C (-5.224, -0.921, 4.829)  -0.267
C (0.197, -1.827, -0.600)  -0.286
C (-3.569, -2.549, 3.714)  -0.226
C (-3.453, -1.754, 2.414)  -0.278
C (2.095, 6.146, -2.193)  -0.263
C (3.604, 6.152, -1.968)  -0.107
C (-4.492, -2.139, 1.365)  -0.103
C (3.233, -1.283, -1.918)  -0.165
C (0.139, 3.248, -3.544)  -0.101
C (2.027, -0.371, -1.613)  -0.083
C (0.251, -1.125, 1.390)  -0.064
B (-1.136, -3.596, -1.796)  -0.699
H (0.336, -2.267, -2.563)  0.148
H (-4.355, -1.571, 0.443)  0.070
H (4.103, -1.639, 0.049)  0.115
H (4.061, 5.199, -2.243)  0.063
H (1.418, -0.275, -2.511)  0.133
H (0.278, 5.232, -1.497)  0.105
H (-3.214, -0.222, 5.307)  0.059
H (-4.112, -0.851, 6.690)  0.078
H (-2.739, -2.278, 4.374)  0.098
H (-5.324, -0.314, 3.924)  0.098
H (2.826, -2.803, -0.374)  0.107
H (3.045, -1.867, -2.815)  0.113
H (6.894, -3.073, -1.161)  0.114
H (4.085, 6.925, -2.568)  0.074
H (-6.205, -0.906, 5.308)  0.108
H (-1.965, -3.694, 0.011)  0.091
H (0.060, -0.990, 2.443)  0.155
H (1.796, 0.297, 1.050)  0.191
H (-4.500, 0.736, 6.029)  0.071
H (4.076, -0.632, -2.153)  0.130
H (-4.858, -2.967, 5.373)  0.113
H (3.841, 6.349, -0.921)  0.077
H (-5.709, -2.778, 3.862)  0.104
H (2.214, 3.793, -3.721)  0.106
H (1.695, 7.135, -1.959)  0.109
H (-5.507, -1.948, 1.712)  0.071
H (1.529, 5.337, -0.285)  0.111
H (-0.512, 2.638, -2.910)  0.072
H (2.324, 0.642, -1.347)  0.119
H (-4.425, -3.203, 1.119)  0.076
H (-3.525, -0.682, 2.622)  0.100
H (1.153, 3.017, -0.954)  0.095
H (-3.439, -3.613, 3.492)  0.111
H (1.883, 5.981, -3.253)  0.101
H (2.798, 3.517, -1.308)  0.098
H (0.058, 2.873, -4.564)  0.074
H (1.952, 2.174, -3.135)  0.077
H (-2.458, -1.921, 1.992)  0.058
H (-0.254, 4.265, -3.540)  0.072
H (-1.398, -4.801, -3.349)  0.127


No. 4
A molecular structure, C2H3ClO2ReS4Sb, computed with ωB97M-V/def2-TZVPD.

Summary:
* 2S+1: 4
* ΔE to the lowest compared entry with this formula, charge and spin: 19.7 kcal/mol
* total charge: -1
* HOMO-LUMO gap (spin up / spin down): 0.1394 / 0.2108 Eh
* highest occupied orbital energy (spin up / spin down): -2.6 / -4.4 eV

Each line ends with the Löwdin charge.
Cartesian coordinates (Å):
Re (-0.687, 0.654, -0.999)  0.458
Sb (0.649, 4.168, 2.605)  -0.042
Cl (0.575, -4.326, -1.812)  0.597
S (-1.350, 3.352, 2.047)  -0.391
S (-2.011, 1.382, -2.498)  -0.013
S (0.386, 2.345, -0.478)  0.086
S (0.121, 3.970, 4.863)  -0.297
O (1.228, -0.765, -1.310)  -0.057
O (-0.804, -1.383, -0.672)  -0.255
C (0.946, -3.068, -0.659)  -0.546
C (0.473, -1.667, -0.967)  -0.700
H (0.278, -3.228, 0.270)  0.122
H (2.018, -2.844, -0.540)  0.096
H (-1.822, 1.410, 0.149)  -0.059